{
  "formula": "C42H48Cl5Ge2N4OReS",
  "method": "ωB97M-V/def2-TZVPD",
  "total_charge": 3,
  "e_lumo_ev": [-10.89, -10.87],
  "multiplicity": 2,
  "molar_mass_g_mol": 1165.632,
  "homo_ev": [-15.2, -15.2],
  "total_energy_ha": -8853.723407,
  "gap_ev": [4.34, 4.35],
  "symbols": ["Re", "Ge", "Ge", "Cl", "Cl", "Cl", "Cl", "Cl", "S", "O", "N", "N", "N", "N", "C", "C", "C", "C", "C", "C", "C", "C", "C", "C", "C", "C", "C", "C", "C", "C", "C", "C", "C", "C", "C", "C", "C", "C", "C", "C", "C", "C", "C", "C", "C", "C", "C", "C", "C", "C", "C", "C", "C", "C", "C", "C", "H", "H", "H", "H", "H", "H", "H", "H", "H", "H", "H", "H", "H", "H", "H", "H", "H", "H", "H", "H", "H", "H", "H", "H", "H", "H", "H", "H", "H", "H", "H", "H", "H", "H", "H", "H", "H", "H", "H", "H", "H", "H", "H", "H", "H", "H", "H", "H"],
  "xyz": [[-0.29007, -0.58008, -0.02521], [-1.97725, 1.99750, -0.10858], [-0.21512, 0.17988, 2.43267], [-5.34463, -4.92911, 0.07939], [-0.48808, -3.35421, -1.56456], [-3.34159, -0.27082, 1.75791], [-5.59787, -2.33442, 1.76385], [-2.77506, -5.42484, -1.61877], [1.90515, 1.54045, -0.30580], [2.58278, 6.28017, 0.47593], [2.48074, 4.06122, 0.16186], [4.18827, 2.50095, 0.54139], [1.54550, -1.54844, -0.22888], [0.32272, -0.27487, -2.31389], [-4.44189, 4.67741, 3.83904], [-0.92615, 3.37622, -1.20305], [5.98349, 6.75695, -1.94851], [-3.13507, 3.42337, 2.23955], [-2.90818, -4.02084, -0.65616], [4.73459, 3.54446, 2.71026], [-1.95222, -1.88226, 0.12110], [2.10340, -2.15265, 0.80187], [3.68809, -3.29736, -0.56313], [5.13213, 3.36311, 1.24190], [-1.38949, 1.72791, 2.77565], [1.57098, 0.82727, 3.18685], [-4.07139, -3.80507, 0.10140], [3.08959, 5.34088, -0.06823], [4.98400, 6.57304, -1.01030], [-5.14102, 5.29491, 2.80769], [-0.65707, -1.47840, 3.54985], [-2.14107, 2.42128, 1.91378], [-3.30771, 1.07473, -1.37916], [-4.17904, -2.62790, 0.85961], [5.77692, 4.36133, 3.46074], [4.39861, 4.46678, -2.04041], [2.05977, -1.74917, -1.47516], [-3.86369, 4.04381, 1.21580], [1.42821, -1.15369, -2.59028], [-3.45005, 3.76017, 3.56830], [5.39179, 4.66662, -2.98497], [3.15051, -2.64274, -1.68545], [1.85015, -1.46083, -3.86178], [3.17943, -3.03053, 0.68369], [4.19027, 5.41639, -1.03824], [1.47948, 1.16115, 4.66843], [-4.64690, 1.78876, -1.43759], [-1.38828, -1.20333, 4.84382], [6.18798, 5.80483, -2.93555], [2.95187, 2.79756, 0.18721], [-1.89208, -3.07154, -0.62243], [-1.64778, 4.70440, -1.40906], [-4.84954, 4.96508, 1.48702], [3.59461, -2.88503, -3.00256], [-3.13561, -1.70510, 0.85364], [2.94379, -2.31779, -4.06437], [-5.17346, 1.72951, -0.48842], [5.87802, 5.35411, 3.03173], [-1.60996, -2.15723, 5.32281], [-2.82102, 1.11484, -2.35615], [1.14203, 0.30889, 5.25143], [4.62793, 2.56396, 3.17879], [5.54374, 3.93933, -3.76803], [4.79844, 7.30822, -0.24260], [6.11015, 2.88973, 1.17277], [-1.23694, -2.14381, 2.91028], [1.89344, 1.71095, 2.63813], [0.29866, -1.95922, 3.76099], [1.33653, -1.05419, -4.72076], [5.48200, 4.47230, 4.49988], [3.57475, -3.51251, 1.56037], [4.47340, -4.02394, -0.69705], [1.65961, -1.97079, 1.77501], [3.26149, -2.53342, -5.07229], [0.02803, 3.55346, -0.71195], [3.76793, 3.59108, -2.10724], [-1.05530, 5.33088, -2.07581], [-5.90616, 6.02401, 3.02480], [-2.32781, -0.68449, 4.67694], [-5.26572, 1.31506, -2.19831], [0.66477, 0.69364, -2.30349], [4.44193, -3.53505, -3.16072], [3.77081, 4.05367, 2.76490], [6.95991, 5.95076, -3.67412], [1.49936, 4.17815, 0.39398], [-4.53775, 2.83375, -1.71848], [-1.77442, 5.24160, -0.47048], [2.46247, 1.43870, 5.04710], [-3.44074, 0.03268, -1.09206], [-5.40008, 5.42402, 0.68229], [0.80917, 1.99692, 4.85136], [-1.42464, 1.98981, 3.82645], [6.74490, 3.87053, 3.43330], [6.59260, 7.64614, -1.91492], [-0.72315, 2.91732, -2.17396], [-2.91978, 3.30073, 4.38587], [4.43617, 1.52077, 0.49633], [-0.79045, -0.62713, 5.54414], [-0.38370, -0.36200, -3.04507], [2.31967, 0.04854, 3.03754], [5.19331, 4.33508, 0.75327], [-2.62118, 4.56470, -1.87645], [-3.63794, 3.78749, 0.18423], [-4.68313, 4.91408, 4.86298]],
  "atomic_forces_ev_per_a": [[-0.820, -1.826, -0.898], [0.015, 1.624, -0.236], [1.011, 1.566, 1.473], [0.342, 0.227, -0.005], [0.074, -0.122, -0.224], [-0.034, -0.114, 0.024], [0.110, 0.019, -0.021], [0.066, 0.098, 0.069], [-0.590, -1.108, -0.486], [-0.083, 0.024, 0.092], [-0.202, 0.037, 0.259], [-0.389, -0.038, -0.230], [-0.787, 0.430, 0.049], [-0.303, 0.683, 1.340], [-0.153, 0.166, -0.038], [-0.296, -0.600, 0.526], [-0.090, -0.019, 0.107], [-0.712, 0.856, 0.084], [0.081, -0.029, -0.093], [0.172, 0.027, -0.101], [1.318, 0.440, -0.271], [0.114, -0.354, 0.688], [-0.146, 0.175, 0.147], [0.086, 0.472, 0.581], [0.266, -0.325, -0.596], [-0.437, -0.315, -0.488], [-0.102, 0.021, -0.004], [0.178, 0.169, -0.006], [-0.163, -0.278, 0.058], [0.181, -0.183, -0.267], [-0.027, -0.286, -0.958], [0.754, -1.079, -0.887], [0.760, -0.237, 0.473], [0.023, 0.009, 0.002], [-0.161, -0.098, -0.032], [-0.030, 0.068, 0.095], [0.401, -0.103, -0.930], [0.476, -0.455, 0.424], [0.691, -0.566, 0.021], [0.204, -0.165, -0.482], [0.009, -0.004, 0.070], [-0.497, 0.444, 0.103], [-0.221, 0.171, 0.443], [0.034, 0.059, -0.181], [0.390, 0.419, -0.415], [-0.134, -0.111, 0.029], [-0.050, 0.285, 0.256], [-0.126, 0.390, 0.107], [-0.116, -0.125, 0.037], [0.314, 0.030, 0.326], [-0.282, -0.533, -0.074], [-0.226, -0.039, 0.066], [-0.275, 0.269, 0.217], [-0.135, 0.121, -0.191], [-0.563, 0.011, 0.193], [0.194, -0.160, 0.106], [-0.088, 0.058, 0.060], [0.049, 0.136, -0.040], [-0.038, -0.063, -0.004], [0.171, -0.023, 0.084], [-0.009, -0.043, 0.147], [-0.065, -0.073, 0.001], [0.003, -0.049, -0.060], [-0.010, 0.111, 0.048], [0.007, 0.024, -0.092], [0.037, -0.113, 0.094], [-0.093, -0.058, -0.220], [0.150, 0.064, -0.185], [-0.051, 0.129, -0.077], [0.037, 0.052, 0.095], [0.002, -0.042, 0.177], [0.187, -0.063, 0.000], [0.011, -0.006, -0.063], [0.036, -0.001, -0.085], [-0.133, -0.259, -0.059], [-0.053, -0.070, -0.052], [0.013, 0.002, -0.006], [-0.077, 0.021, 0.030], [-0.138, 0.043, 0.055], [-0.004, -0.083, -0.046], [-0.052, 0.036, -0.151], [0.038, -0.104, -0.005], [-0.131, -0.048, -0.026], [0.087, 0.020, -0.085], [0.217, -0.163, -0.076], [-0.071, 0.092, -0.009], [-0.073, 0.029, -0.016], [0.033, 0.037, 0.018], [0.044, 0.067, -0.069], [-0.061, 0.092, -0.108], [-0.072, 0.070, 0.075], [-0.042, 0.072, 0.156], [0.172, -0.022, 0.022], [0.063, 0.082, -0.001], [0.053, -0.134, 0.072], [0.042, -0.066, 0.137], [-0.197, 0.119, -0.152], [-0.014, 0.090, 0.036], [-0.137, 0.045, 0.289], [0.055, -0.067, -0.147], [0.160, -0.212, -0.010], [-0.096, 0.120, -0.014], [-0.084, 0.063, -0.204], [0.007, 0.050, 0.119]]
}

***

{
  "formula": "C42H48Cl5NO3P2SSiV",
  "method": "ωB97M-V/def2-TZVPD",
  "total_charge": 2,
  "e_lumo_ev": [-7.06, -6.50],
  "multiplicity": 2,
  "molar_mass_g_mol": 965.160,
  "relative_energy_kcal_mol": 0.00,
  "homo_ev": [-14.0, -14.0],
  "total_energy_ha": -6524.806404,
  "gap_ev": [6.93, 7.51],
  "symbols": ["V", "Cl", "Cl", "Cl", "Cl", "Cl", "S", "P", "P", "Si", "O", "O", "O", "N", "C", "C", "C", "C", "C", "C", "C", "C", "C", "C", "C", "C", "C", "C", "C", "C", "C", "C", "C", "C", "C", "C", "C", "C", "C", "C", "C", "C", "C", "C", "C", "C", "C", "C", "C", "C", "C", "C", "C", "C", "C", "C", "H", "H", "H", "H", "H", "H", "H", "H", "H", "H", "H", "H", "H", "H", "H", "H", "H", "H", "H", "H", "H", "H", "H", "H", "H", "H", "H", "H", "H", "H", "H", "H", "H", "H", "H", "H", "H", "H", "H", "H", "H", "H", "H", "H", "H", "H", "H", "H"],
  "xyz": [[0.46823, -0.39385, 0.62089], [4.48764, 2.00704, 4.17544], [2.66839, 0.93630, 6.45426], [-0.93421, -0.62902, 2.68268], [-0.09283, -0.40754, 5.76359], [3.58636, 1.73055, 1.19557], [-0.03149, 0.95062, -0.84646], [2.50499, -1.55402, -0.14792], [0.10676, -2.84604, 0.14135], [-1.74986, 2.53345, -0.53404], [-3.02243, 1.68265, -0.95883], [-1.31267, 3.66512, -1.55639], [-1.60074, 2.88574, 1.00938], [1.77820, -3.06529, 0.02278], [2.68587, -2.28329, -2.82278], [6.32574, -1.62345, 2.33662], [2.87399, -1.27186, -1.88416], [-1.42256, -5.03743, 3.84277], [-1.00146, 3.57361, 3.20002], [-1.76126, 5.24218, 1.48436], [0.95537, 0.16056, 4.54250], [2.95523, -2.03855, -4.16179], [0.62156, 0.06071, 3.20337], [5.08991, -1.83800, 2.93985], [2.60446, 1.11523, 2.46614], [-0.71259, -3.44151, -1.33568], [1.40499, 0.48662, 2.15394], [-0.05897, -4.83547, 3.68103], [3.94112, -1.82648, 2.17193], [3.00012, 1.25885, 3.79358], [-1.80365, -4.36775, -3.70903], [-1.06906, -4.78706, -1.46049], [-1.19412, 2.66138, -3.76318], [-4.01453, 0.78849, -0.36876], [-1.44812, -3.03088, -3.58974], [4.02590, -1.60392, 0.79381], [0.42041, -4.21536, 2.53766], [-0.46954, -3.81108, 1.54379], [3.57637, 0.22696, -3.62852], [-4.23400, 1.14476, 1.09069], [-2.31269, -4.62774, 2.85792], [2.18017, 0.77068, 4.82940], [3.40096, -0.78815, -4.56240], [-5.27602, 0.99872, -1.18612], [5.26399, -1.39768, 0.19197], [-1.61441, -5.24493, -2.64864], [-0.95054, 3.98445, 1.73992], [3.30887, -0.00885, -2.29174], [0.48271, 4.12580, 1.25671], [-3.48889, -0.62993, -0.52467], [-3.03597, 4.26196, -3.14888], [-0.66902, 5.07905, -3.34357], [-1.84099, -4.01431, 1.70914], [-0.90193, -2.56482, -2.40528], [6.41302, -1.41055, 0.96970], [-1.56755, 3.91164, -2.98494], [-0.14500, 2.40544, -3.60095], [2.32341, -3.25778, -2.52111], [-3.67268, 3.42343, -2.86601], [-0.79594, 5.33569, -4.39516], [-1.73970, 5.50326, 0.42531], [-1.34398, 6.07725, 2.04751], [3.92194, 1.20134, -3.94660], [-5.61776, 2.02996, -1.09932], [3.61122, -0.59976, -5.60667], [7.22481, -1.62796, 2.93834], [-2.57943, -0.77737, 0.06617], [5.02867, -2.01069, 4.00627], [-5.00987, 0.50058, 1.50529], [-0.92574, -5.47222, -0.63407], [-3.32317, 1.01348, 1.67642], [-5.09131, 0.77767, -2.23731], [-3.29092, 5.12709, -2.53659], [-0.57232, 4.35760, 3.82383], [-1.60047, -2.35259, -4.41859], [3.43547, 0.78589, -1.56563], [0.37714, 4.82387, -3.17238], [-1.79395, -5.52083, 4.73626], [-6.06903, 0.34231, -0.82777], [-0.62842, -1.52050, -2.31119], [-0.92030, 5.95336, -2.74389], [1.48606, -4.06320, 2.41381], [-4.23911, -1.34374, -0.18220], [-0.42680, 2.65918, 3.35416], [1.02387, 3.18497, 1.37864], [2.97615, -1.98404, 2.64505], [-3.24163, 4.51106, -4.19014], [-1.82395, 1.81638, -3.47280], [0.99156, 4.89081, 1.84377], [-2.79611, 5.10128, 1.79653], [2.81670, -2.82629, -4.88976], [7.37693, -1.25455, 0.50507], [0.51904, 4.42283, 0.20792], [-3.37397, -4.79402, 2.98297], [-2.53810, -3.70323, 0.93904], [-2.23286, -4.72997, -4.63372], [5.33474, -1.22941, -0.87469], [-1.89216, -6.28533, -2.74767], [-1.33898, 2.83658, -4.82930], [-3.26065, -0.84333, -1.56941], [0.63232, -5.16666, 4.44413], [2.25643, -3.95005, -0.11247], [-4.56073, 2.17969, 1.19331], [-2.03062, 3.40423, 3.51689]],
  "atomic_forces_ev_per_a": [[-0.040, -0.156, 0.158], [-0.016, -0.006, -0.013], [-0.011, -0.008, -0.022], [0.074, 0.034, -0.053], [-0.013, -0.014, 0.003], [0.004, -0.023, -0.011], [0.041, 0.126, -0.267], [0.055, 0.051, -0.093], [-0.129, 0.039, 0.071], [-0.014, -0.076, 0.052], [0.019, 0.033, 0.043], [-0.008, 0.007, 0.007], [0.040, -0.069, 0.052], [0.009, -0.055, 0.063], [0.002, -0.011, 0.029], [0.000, 0.004, 0.017], [-0.013, 0.011, 0.017], [0.015, 0.004, 0.010], [-0.026, -0.006, -0.028], [0.025, 0.029, -0.019], [-0.027, 0.005, -0.030], [-0.001, 0.008, -0.004], [0.058, 0.087, 0.059], [0.034, 0.001, -0.002], [-0.021, 0.002, -0.005], [0.019, -0.022, -0.014], [-0.030, -0.117, 0.035], [-0.027, -0.026, 0.039], [-0.056, 0.010, -0.001], [-0.006, -0.005, 0.038], [-0.003, -0.011, -0.013], [-0.004, 0.007, 0.017], [0.003, -0.008, -0.018], [0.045, 0.020, -0.007], [-0.003, 0.005, -0.010], [-0.026, 0.027, 0.012], [0.036, 0.004, -0.065], [0.070, 0.034, -0.042], [-0.001, 0.012, 0.004], [-0.022, -0.010, 0.007], [0.003, 0.004, -0.014], [0.024, 0.016, -0.012], [-0.005, -0.011, -0.008], [-0.006, -0.018, -0.001], [0.002, 0.000, -0.014], [0.015, 0.008, 0.013], [-0.042, 0.059, -0.022], [0.015, 0.004, 0.032], [-0.002, -0.036, 0.012], [-0.037, -0.013, -0.021], [0.011, 0.004, 0.003], [0.003, -0.002, -0.016], [-0.017, 0.033, -0.035], [-0.025, -0.010, 0.026], [0.005, -0.006, -0.016], [-0.001, -0.005, 0.030], [-0.009, 0.000, -0.005], [0.006, -0.008, -0.002], [-0.001, -0.007, 0.006], [0.001, 0.003, -0.002], [-0.005, 0.005, 0.008], [0.001, -0.005, 0.004], [0.000, 0.003, 0.010], [0.002, -0.001, 0.003], [0.001, -0.004, -0.001], [-0.004, 0.002, 0.002], [0.012, 0.006, 0.012], [0.000, -0.002, -0.001], [-0.004, 0.004, 0.009], [-0.004, 0.000, 0.005], [0.008, 0.000, -0.006], [0.001, 0.000, -0.007], [-0.003, 0.003, 0.005], [0.000, 0.006, -0.006], [0.004, 0.002, -0.001], [0.003, 0.007, 0.001], [0.001, 0.003, 0.000], [0.003, -0.003, 0.000], [-0.003, 0.001, 0.001], [0.011, 0.011, 0.003], [-0.002, 0.000, 0.005], [-0.011, 0.010, 0.013], [0.003, -0.003, 0.010], [0.021, -0.041, 0.019], [-0.027, 0.032, -0.010], [0.009, -0.001, -0.009], [0.007, 0.000, 0.000], [0.007, 0.012, 0.001], [0.008, 0.006, -0.007], [-0.005, -0.004, 0.010], [-0.002, -0.001, -0.001], [0.000, 0.001, 0.000], [-0.007, 0.003, -0.016], [-0.004, 0.001, -0.003], [-0.001, -0.002, -0.006], [-0.003, 0.003, 0.000], [0.005, 0.001, 0.002], [-0.001, -0.002, 0.001], [-0.001, -0.004, 0.001], [0.002, 0.000, -0.001], [0.002, 0.002, 0.001], [-0.016, -0.004, -0.012], [-0.003, 0.003, -0.008], [0.004, -0.003, -0.003]]
}

***

Q: What is the multiplicity in the second record?
A: 2